Entry 1:
ORCA calculation (wB97M-V/def2-TZVPD) on 2 unconnected molecules or ions with the total composition C4H7BrCl2O in a non-equilibrium geometry.

Maximum force in Eh/bohr: 0.08630
Energy relative to the best compared isomer or geometry (same formula, charge and spin) in eV: 1.783
Gap between HOMO and LUMO in Ha: 0.3342
HOMO level in Ha: -0.3260

The geometry in ORCA input format:
```
! wB97M-V def2-TZVPD RIJCOSX def2/J DEFGRID3
* xyz 0 1
C -1.085 1.031 0.701
C -0.771 -0.910 -1.041
C -0.425 -0.270 0.359
C 1.593 0.375 -0.099
O -0.230 -1.172 1.301
Cl 1.604 1.070 -1.694
Cl 2.005 1.599 1.149
Br 2.514 -1.349 -0.084
H -0.271 1.760 0.544
H -1.895 1.313 0.107
H -1.253 1.117 1.894
H -0.086 -1.693 -1.353
H -1.735 -1.254 -1.268
H -0.629 -0.041 -1.692
H 0.663 -1.576 1.177
*
```


Entry 2:
ORCA calculation (wB97M-V/def2-TZVPD) on a single C4H7BrClF molecule in a non-equilibrium geometry.

Maximum force in Eh/bohr: 0.06716
Structure (SMILES): CC[C@H](Cl)[C@@H](F)Br
Energy relative to the best compared isomer or geometry (same formula, charge and spin) in eV: 0.174
Gap between HOMO and LUMO in Ha: 0.3991
HOMO level in Ha: -0.3709

The geometry in ORCA input format:
```
! wB97M-V def2-TZVPD RIJCOSX def2/J DEFGRID3
* xyz 0 1
C 1.151 -0.361 -0.157
C -0.059 -0.295 0.779
C -0.866 0.982 0.620
Cl -1.155 1.741 2.200
C -2.308 0.741 0.015
F -2.901 -0.145 0.751
Br -3.389 2.379 0.056
H 1.293 0.673 -0.451
H 0.838 -1.116 -1.041
H 1.985 -0.714 0.439
H -0.780 -1.155 0.693
H 0.331 -0.287 1.843
H -0.518 1.743 -0.009
H -2.297 0.484 -1.136
*
```


Entry 3:
ORCA calculation (wB97M-V/def2-TZVPD) on 2 unconnected molecules or ions with the total composition C4H7BrO in a non-equilibrium geometry.

Maximum force in Eh/bohr: 0.09764
Energy relative to the best compared isomer or geometry (same formula, charge and spin) in eV: 4.481
Gap between HOMO and LUMO (alpha / beta) in Ha: 0.2473 / 0.3071
HOMO level (alpha / beta) in Ha: -0.2569 / -0.2998

The geometry in ORCA input format:
```
! wB97M-V def2-TZVPD RIJCOSX def2/J DEFGRID3
* xyz 0 1
C -0.457 0.578 -1.383
C -1.534 0.346 -0.495
C 2.409 0.137 1.186
C -1.599 -0.717 0.331
O -0.560 -1.535 0.554
Br 1.690 1.454 0.149
H -0.587 1.356 -2.218
H 0.327 -0.155 -1.514
H -2.313 1.046 -0.450
H 2.134 0.116 2.257
H 2.929 -0.552 0.715
H -2.573 -0.985 0.819
H 0.135 -1.088 0.049
*
```